Here is a molecular structure, C38H38ClEuN5O3S2 at a distorted geometry from the Open Molecules 2025 dataset. Energies are from ωB97M-V with the def2-TZVPD basis set.

```
88
Properties=species:S:1:pos:R:3:forces:R:3
Eu -1.082 -1.707 0.330 0.3 -0.1 -0.5
C -1.648 -5.375 3.519 0.0 -0.3 -0.4
C -2.683 -4.993 4.358 0.4 0.2 -0.2
C -3.343 -3.800 4.099 -0.1 -0.5 -0.3
C -2.994 -3.076 2.965 0.2 -0.7 0.8
N -2.028 -3.479 2.161 0.4 0.3 -1.1
C -1.378 -4.598 2.400 0.6 -0.1 0.9
C -3.637 -1.819 2.630 -1.1 1.5 -0.3
C -4.357 -1.076 3.583 0.6 -0.5 -0.6
C -4.920 0.115 3.211 -0.7 0.5 0.6
C -4.799 0.552 1.910 0.1 0.6 0.0
C -4.080 -0.221 1.017 0.0 -0.5 0.2
N -3.529 -1.392 1.368 -0.1 0.2 0.3
C -3.918 0.167 -0.402 -0.7 0.6 -0.2
C -4.753 1.099 -1.011 -0.2 0.0 -0.1
C -4.633 1.315 -2.373 -0.5 0.1 0.8
C -3.685 0.637 -3.088 -0.1 0.2 -1.1
C -2.878 -0.238 -2.413 0.2 -0.9 0.3
N -3.009 -0.472 -1.101 0.8 -0.4 -0.5
H -1.048 -6.271 3.664 -0.3 0.1 0.2
H -2.932 -5.596 5.212 -0.1 -0.1 0.2
H -4.178 -3.491 4.701 -0.1 0.1 0.2
H -0.508 -4.821 1.785 -0.3 0.0 -0.2
H -4.414 -1.405 4.592 -0.1 -0.2 0.6
H -5.495 0.702 3.944 0.4 -0.3 -0.4
H -5.188 1.526 1.635 0.0 -0.2 -0.1
H -5.549 1.594 -0.483 -0.1 0.0 0.2
H -5.348 1.955 -2.842 -0.2 0.4 -0.4
H -3.650 0.738 -4.176 0.2 -0.1 0.4
H -2.178 -0.892 -2.920 0.2 0.2 0.1
S 1.500 -0.354 -0.998 0.3 0.0 -0.1
C 1.438 1.222 -1.479 -0.4 -1.1 0.0
N 2.219 1.710 -2.448 0.5 0.6 -0.1
C 2.178 3.147 -2.788 1.8 -0.3 -1.0
C 1.885 3.965 -1.561 -0.9 0.6 -0.7
N 0.644 3.445 -1.006 -0.6 0.2 0.3
C -0.250 4.417 -0.389 -0.8 0.6 -0.7
C 0.278 4.960 0.898 0.0 0.1 0.1
C -0.025 4.297 2.077 -0.2 -0.7 0.5
C 0.473 4.740 3.296 0.4 0.3 -0.1
C 1.304 5.855 3.312 0.4 0.8 0.9
C 1.634 6.514 2.137 -0.5 -0.2 -0.4
C 1.092 6.086 0.925 0.2 -0.2 0.9
C 0.400 2.124 -0.872 0.8 0.9 0.3
S -0.833 1.539 0.015 -0.6 -0.4 0.0
C 3.137 0.815 -3.166 -0.1 0.5 0.2
C 4.352 0.380 -2.371 0.0 -0.1 0.0
C 4.830 -0.919 -2.556 -0.8 0.0 -0.6
C 5.921 -1.374 -1.875 0.7 -0.1 0.2
C 6.607 -0.527 -1.011 0.6 -0.6 -0.2
C 6.187 0.760 -0.840 -0.9 0.7 0.2
C 5.005 1.194 -1.470 0.5 0.3 0.0
H 1.498 3.300 -3.639 -0.3 0.2 0.5
H 3.185 3.433 -3.204 -0.8 -0.4 0.5
H 1.746 5.047 -1.817 -0.1 -1.0 0.0
H 2.681 3.955 -0.831 0.4 -0.3 0.3
H -1.263 3.997 -0.266 0.7 -0.1 0.0
H -0.359 5.228 -1.119 0.1 0.1 0.1
H -0.644 3.393 2.029 0.2 0.5 0.1
H 0.268 4.236 4.231 -0.2 -0.1 -0.1
H 1.686 6.298 4.263 -0.3 -0.7 -0.8
H 2.267 7.384 2.145 0.1 0.2 0.1
H 1.306 6.649 0.039 0.1 0.1 -0.5
H 3.389 1.310 -4.108 0.3 0.1 0.2
H 2.600 -0.075 -3.444 -0.4 -0.4 0.0
H 4.289 -1.575 -3.237 0.1 0.0 0.1
H 6.324 -2.360 -2.040 -0.2 -0.3 0.0
H 7.510 -0.890 -0.524 -0.2 0.1 0.0
H 6.743 1.424 -0.191 -0.1 0.1 0.0
H 4.615 2.186 -1.264 0.1 0.0 0.0
C 0.434 -5.735 -1.329 0.2 -0.4 0.0
C 0.413 -4.252 -1.491 -0.1 1.3 -0.1
C 1.423 -3.662 -2.468 0.1 -0.4 -0.5
O 0.785 -3.618 -0.200 -1.3 -0.3 -0.5
C -0.979 -3.729 -2.060 0.1 -0.7 -0.3
O -1.757 -4.564 -2.535 0.5 0.1 0.5
O -1.091 -2.473 -2.105 0.0 0.3 0.6
H 1.380 -5.997 -0.841 -0.2 -0.3 0.1
H 0.398 -6.225 -2.295 0.0 0.0 -0.2
H -0.444 -6.099 -0.779 0.3 0.2 0.1
H 2.448 -3.906 -2.160 0.0 0.2 0.0
H 1.261 -2.577 -2.548 0.2 -0.4 0.2
H 1.282 -4.079 -3.466 0.0 -0.1 -0.1
H 1.737 -3.733 -0.137 0.1 0.2 0.2
Cl 0.859 -1.511 2.513 -0.2 0.3 0.0
C -0.745 -0.421 2.550 0.2 -0.2 1.0
H -0.342 0.588 2.632 0.4 0.2 -0.2
H -1.039 -0.622 3.597 -0.2 -0.1 -0.3
```
Positions in Å, forces in eV/Å.

- multiplicity = 8
- lowest unoccupied orbital energy (alpha / beta) (eV) = -0.42 / -0.41
- relative energy (zero: lowest compared OMol25 entry of this formula, charge and spin) (eV) = 0.000
- E (eV) = -107139.2079
- gap between HOMO and LUMO (alpha / beta) (Ha) = 0.18706 / 0.23807